(w)
A cluster of 2 separate species, C2H8NS in total, computed with ωB97M-V/def2-TZVPD.

Atoms and positions in Å:
S (-0.477, 0.145, -1.668)
H (-1.022, 0.143, -2.892)
C (0.909, 1.011, 1.017)
N (-0.177, 0.072, 1.350)
C (0.172, -1.333, 1.174)
H (1.626, 0.917, 1.865)
H (1.380, 0.739, 0.044)
H (0.538, 2.067, 0.919)
H (-0.938, 0.318, 0.671)
H (0.464, -1.519, 0.139)
H (-0.717, -1.905, 1.489)
H (1.057, -1.650, 1.866)

Net charge: -1
Orbital gap: 7.131 eV

(x)
A cluster of 2 separate species, C2H8NS in total, computed with ωB97M-V/def2-TZVPD.

Atoms and positions in Å:
C (-1.044, -0.909, 0.332)
C (0.287, -0.280, 0.812)
N (1.283, -0.432, -0.246)
H (-0.852, -1.939, -0.104)
H (-1.748, -1.014, 1.166)
H (-1.405, -0.283, -0.493)
H (0.146, 0.799, 1.004)
H (0.695, -0.859, 1.715)
H (1.172, 0.361, -0.891)
H (2.200, -0.446, 0.146)
S (-0.282, 1.920, -1.403)
H (-0.453, 3.083, -2.039)

Net charge: -1
Orbital gap: 7.236 eV

If we sort the structures by their calculated energies, the order from most to least stable is (x), (w).

(w)
The ion C6H11N4 with charge +1, computed with ωB97M-V/def2-TZVPD.

Atoms and positions in Å:
C (0.101, 0.266, 2.887)
C (-0.013, 1.086, 1.885)
N (-0.418, 2.395, 1.961)
N (-0.027, 3.226, 1.137)
C (0.728, 2.872, 0.032)
N (0.674, 1.573, -0.286)
N (0.121, 0.751, 0.575)
C (-0.495, -0.377, -0.205)
C (0.848, -1.000, -0.916)
C (-1.588, 0.125, -1.099)
H (0.086, -0.774, 2.772)
H (0.129, 0.684, 3.877)
H (1.254, 3.577, -0.633)
H (1.079, 0.910, -1.256)
H (-0.743, -1.238, 0.460)
H (0.360, -1.929, -1.405)
H (1.552, -0.540, -1.676)
H (1.560, -1.103, -0.100)
H (-2.489, -0.361, -0.922)
H (-1.368, -0.123, -2.219)
H (-1.820, 1.137, -0.961)

Net charge: +1
SMILES: C=C1N=[N+]=CNN1C(C)C
Orbital gap: 7.514 eV

(x)
The ion C6H11N4 with charge +1, computed with ωB97M-V/def2-TZVPD.

Atoms and positions in Å:
H (-1.180, 1.884, 2.289)
N (-0.665, 1.957, 1.396)
C (-0.580, 0.879, 0.743)
N (-1.123, -0.310, 1.004)
N (-1.043, -1.254, -0.088)
C (-2.369, -1.411, -0.650)
C (0.518, 0.853, -0.337)
C (0.431, 1.655, -1.642)
N (1.597, 0.405, 0.160)
C (2.496, -0.192, 0.608)
C (3.555, -0.874, 1.000)
H (-2.066, -0.248, 1.374)
H (-0.703, -2.097, 0.375)
H (-2.601, -2.374, -1.149)
H (-3.097, -1.218, 0.055)
H (-2.405, -0.624, -1.505)
H (-0.384, 1.352, -2.307)
H (1.382, 1.405, -2.227)
H (0.102, 2.659, -1.445)
H (3.546, -1.453, 1.870)
H (4.589, -0.994, 0.479)

Net charge: +1
SMILES: [H]/N=C(\NNC)C(C)=[N+]=C=C
Orbital gap: 8.141 eV

If we sort the structures by their calculated energies, the order from most to least stable is (x), (w).

(w)
An isolated molecule of C3H7NS3, computed with ωB97M-V/def2-TZVPD.

Atoms and positions in Å:
N (0.156, -1.186, 1.353)
C (-0.824, -0.258, 0.994)
C (-0.437, 0.256, -0.517)
S (-0.631, -1.101, -1.696)
C (0.877, 0.979, -0.670)
S (2.371, 0.803, 0.124)
S (0.372, 2.161, -1.851)
H (1.098, -0.821, 1.522)
H (-0.301, -2.075, 1.938)
H (-1.932, -0.549, 0.867)
H (-0.822, 0.756, 1.582)
H (-1.278, 0.900, -0.708)
H (-0.476, -2.150, -0.777)
H (1.826, 2.285, -2.163)

SMILES: NC[C@H](S)C(=S)S
Orbital gap: 8.108 eV

(x)
A structure of composition C3H7NS3, computed with ωB97M-V/def2-TZVPD.

Atoms and positions in Å:
C (-0.219, 1.019, 1.633)
C (2.169, -0.086, -0.447)
C (-0.417, 0.806, -0.512)
H (-0.017, -2.111, 0.215)
H (-0.894, 1.867, 1.533)
H (0.614, 1.111, 2.334)
H (2.525, 0.889, -0.776)
H (2.861, -0.847, -0.806)
H (2.139, -0.127, 0.645)
H (0.138, 1.498, 0.137)
N (-0.463, -0.006, 0.923)
S (0.615, -1.328, 1.101)
S (0.551, -0.470, -1.163)
S (-1.998, 1.007, -0.800)

Orbital gap: 6.536 eV

If we sort the structures by their calculated energies, the order from most to least stable is (w), (x).

(w)
A cluster of 2 separate species, CH8NS2 in total, computed with ωB97M-V/def2-TZVPD.

Atoms and positions in Å:
N (-1.450, -2.066, 0.899)
H (-1.536, -1.427, 0.090)
H (-2.222, -2.025, 1.563)
H (-0.597, -1.752, 1.381)
H (-1.265, -3.011, 0.558)
C (2.057, 1.218, -0.296)
S (0.825, -0.060, 0.072)
S (-0.946, 0.824, -0.533)
H (2.412, 1.051, -1.307)
H (1.649, 2.198, -0.120)
H (2.869, 1.096, 0.403)
H (-0.766, 0.676, -1.858)

Net charge: +1
Orbital gap: 9.349 eV

(x)
A cluster of 2 separate species, CH8NS2 in total, computed with ωB97M-V/def2-TZVPD.

Atoms and positions in Å:
N (0.193, 2.240, -1.187)
H (1.064, 1.721, -1.097)
H (0.169, 2.983, -1.931)
H (-0.482, 1.492, -1.481)
H (-0.222, 2.668, -0.344)
C (-0.808, -1.897, 1.230)
S (0.605, -0.848, 1.677)
S (1.291, -0.427, 0.026)
H (-1.574, -1.880, 2.098)
H (-0.654, -3.111, 1.215)
H (-1.435, -1.583, 0.446)
H (1.852, -1.358, -0.653)

Net charge: +1
Orbital gap: 8.460 eV

If we sort the structures by their calculated energies, the order from most to least stable is (w), (x).